{"formula": "H14O7", "method": "ωB97M-V with the def2-TZVPD basis set", "elements": ["H", "H", "H", "H", "H", "H", "H", "H", "H", "H", "H", "H", "H", "H", "O", "O", "O", "O", "O", "O", "O"], "xyz": [[-1.1127, 0.7067, -0.1628], [-1.2503, -0.8151, 0.1153], [-5.0683, -2.0248, -0.2196], [-3.9064, -2.9741, -0.1641], [-0.0223, -4.3927, -0.5237], [0.4616, -3.6135, 0.8027], [1.5349, -1.0523, 0.3832], [2.2258, -2.0359, -0.5290], [-3.4733, 5.1390, -0.4772], [-3.7217, 3.7524, 0.3274], [4.5584, 1.7170, -1.4305], [3.4644, 0.6440, -1.4534], [2.5538, 2.4122, 1.4936], [3.5990, 2.0776, 2.5836], [-0.6706, -0.1226, -0.2460], [-4.1908, -2.0103, 0.0646], [-0.1073, -3.5733, -0.0573], [2.2764, -1.1556, -0.0942], [-3.9502, 4.3064, -0.4634], [3.9374, 1.2492, -1.9710], [2.8621, 1.7658, 2.0217]], "forces_ev_per_a": [[-0.63, 0.68, 0.17], [0.08, 0.53, -0.28], [-2.40, 0.30, -0.68], [-0.46, 2.63, 0.71], [0.31, -0.81, -0.11], [-1.56, -0.26, -2.54], [-4.36, 0.71, 2.43], [-0.18, 1.07, 0.48], [0.24, -0.19, 0.49], [-0.03, 1.32, -1.12], [0.31, 0.11, 0.61], [-1.00, -1.39, 1.52], [-1.32, 3.65, -2.64], [-0.80, 0.04, -0.76], [0.51, -1.32, 0.14], [2.92, -2.90, -0.01], [1.27, 1.08, 2.71], [4.59, -1.60, -3.11], [-0.21, -1.13, 0.63], [0.60, 1.18, -2.02], [2.12, -3.69, 3.39]], "e_lumo_ev": 0.37, "max_force_ev_per_a": 5.77, "orbital_gap_ev": 11.22}

=====

{"formula": "C3H5O4Pt", "method": "ωB97M-V with the def2-TZVPD basis set", "elements": ["H", "C", "O", "C", "O", "O", "H", "H", "H", "C", "O", "H", "Pt"], "xyz": [[0.2094, 1.9566, -0.5318], [0.0661, 0.9580, -0.1052], [0.7228, 0.0858, -1.0671], [1.3472, -1.0027, -0.7120], [1.0389, -1.5226, 0.5184], [2.5161, -1.1726, -0.9529], [1.7342, -0.9510, 1.1797], [0.4703, 0.9377, 0.9148], [-1.9002, 0.8013, -1.1138], [-1.5490, 0.6811, -0.0714], [-1.8922, -0.5417, 0.4223], [-1.9686, 1.5072, 0.5353], [-0.7950, -1.7370, 0.9838]], "forces_ev_per_a": [[-0.04, -0.26, 0.17], [-2.48, -0.21, -0.46], [-1.75, 0.17, -0.49], [5.96, 2.89, 0.48], [4.30, 1.09, 3.87], [-1.39, -1.04, -1.95], [-2.41, -2.64, -2.16], [0.22, -0.27, -0.34], [-0.06, -0.27, 0.46], [2.51, 2.58, -0.97], [-5.04, 3.33, -1.48], [-0.07, -0.54, -0.12], [0.24, -4.82, 2.99]], "e_lumo_ev": [-5.37, -7.10], "max_force_ev_per_a": 6.64, "s2": 2.008, "total_charge": 1, "orbital_gap_ev": [8.73, 8.43], "multiplicity": 3}

=====

{"formula": "C14H27ClIN2O2P2Pb", "method": "ωB97M-V with the def2-TZVPD basis set", "elements": ["C", "C", "H", "H", "H", "O", "I", "Pb", "P", "C", "C", "H", "H", "H", "H", "H", "H", "C", "H", "H", "H", "P", "C", "C", "H", "H", "H", "C", "H", "H", "H", "H", "H", "H", "Cl", "N", "C", "O", "C", "C", "C", "C", "N", "C", "H", "H", "H", "H", "H", "H"], "xyz": [[-6.8010, 4.0213, -1.6326], [-6.0445, 2.7540, -1.3706], [-7.8485, 3.7688, -1.8261], [-6.3959, 4.5310, -2.5105], [-6.7546, 4.6785, -0.7605], [-6.4336, 1.6099, -1.3505], [-3.9124, 3.0765, -0.9682], [-0.8030, 0.2073, -0.0969], [-0.6867, 0.5453, 2.5224], [-0.7753, -1.0229, 3.4530], [0.6248, 1.6017, 3.1986], [0.3260, 1.8095, 4.2434], [-2.4322, 1.6292, 3.7135], [0.6804, 2.5147, 2.5751], [-2.2471, 2.3281, 2.0137], [0.1966, -1.5526, 3.3677], [1.5805, 1.0440, 3.1395], [-2.2953, 1.4123, 2.6382], [-1.0002, -0.7380, 4.5003], [-3.0950, 0.7532, 2.2385], [-1.5747, -1.6621, 3.0188], [0.3289, 0.1112, -2.4785], [0.5497, -1.5948, -3.0852], [-1.0808, 0.8959, -3.3451], [1.6753, 2.0838, -2.3217], [1.9673, 1.1003, -3.8516], [2.6818, 0.5755, -2.2398], [1.8382, 1.0778, -2.7534], [-1.2473, 1.9028, -2.9093], [-0.7836, 0.9299, -4.4095], [0.7567, -1.4987, -4.1704], [-0.3786, -2.1751, -2.8927], [-1.9955, 0.2863, -3.1850], [1.3953, -2.0616, -2.5371], [-0.2242, 2.8207, -0.2035], [5.9525, -2.8129, 0.5882], [5.0407, -1.8244, 0.3446], [5.3812, -0.7055, -0.0409], [3.5895, -2.1873, 0.5731], [3.1271, -3.4465, 1.0106], [1.7462, -3.6445, 1.1562], [0.8933, -2.5691, 0.8565], [1.3183, -1.3497, 0.4663], [2.6459, -1.1807, 0.3214], [6.9238, -2.5926, 0.4404], [5.6984, -3.7357, 0.8948], [3.8237, -4.2616, 1.2324], [1.3020, -4.5953, 1.5010], [-0.1934, -2.6674, 0.9440], [2.9592, -0.1907, -0.0124]], "forces_ev_per_a": [[-0.18, -0.16, -0.03], [-2.26, -3.18, -0.18], [0.21, -0.11, 0.05], [0.12, 0.01, 0.17], [0.18, -0.02, -0.11], [1.28, 3.25, -0.02], [0.94, -0.14, 0.20], [1.86, 1.69, 0.24], [-1.50, 0.22, 1.33], [0.19, -0.18, -0.86], [0.40, -0.31, -1.21], [0.08, -0.07, -0.36], [-0.19, 0.09, -0.47], [0.01, -0.31, 0.52], [-0.06, -0.33, 0.54], [-0.57, 0.33, 0.28], [-0.41, 0.42, 0.25], [0.39, -0.31, -0.37], [0.09, -0.21, -0.42], [0.36, 0.37, 0.46], [0.39, 0.40, 0.50], [-0.89, -0.09, -1.84], [-0.18, 0.02, 0.91], [0.22, -0.21, 0.52], [0.22, -0.38, -0.41], [-0.03, -0.02, 0.34], [-0.27, 0.34, -0.49], [-0.14, -0.02, 1.28], [0.15, -0.42, -0.46], [-0.36, 0.16, 0.34], [-0.06, -0.15, 0.47], [0.58, 0.30, -0.35], [0.53, 0.29, -0.33], [-0.42, 0.21, -0.53], [-0.17, -1.83, 0.13], [-1.07, 0.67, -0.14], [1.84, 0.27, -0.22], [-1.14, -1.20, 0.42], [-0.74, -0.07, 0.06], [-0.20, 0.46, -0.13], [-0.40, 0.43, -0.11], [0.12, -0.33, 0.20], [0.11, -0.41, -0.03], [0.03, 0.08, -0.01], [0.10, -0.03, 0.01], [0.23, 0.10, -0.04], [-0.40, 0.31, -0.07], [0.45, 0.61, -0.29], [0.27, -0.25, 0.04], [0.28, -0.30, 0.19]], "e_lumo_ev": [-13.60, -13.60], "max_force_ev_per_a": 3.90, "total_charge": 3, "orbital_gap_ev": [3.48, 3.48]}

=====

Copy entry 2 word for word.
{"formula": "C3H5O4Pt", "method": "ωB97M-V with the def2-TZVPD basis set", "elements": ["H", "C", "O", "C", "O", "O", "H", "H", "H", "C", "O", "H", "Pt"], "xyz": [[0.2094, 1.9566, -0.5318], [0.0661, 0.9580, -0.1052], [0.7228, 0.0858, -1.0671], [1.3472, -1.0027, -0.7120], [1.0389, -1.5226, 0.5184], [2.5161, -1.1726, -0.9529], [1.7342, -0.9510, 1.1797], [0.4703, 0.9377, 0.9148], [-1.9002, 0.8013, -1.1138], [-1.5490, 0.6811, -0.0714], [-1.8922, -0.5417, 0.4223], [-1.9686, 1.5072, 0.5353], [-0.7950, -1.7370, 0.9838]], "forces_ev_per_a": [[-0.04, -0.26, 0.17], [-2.48, -0.21, -0.46], [-1.75, 0.17, -0.49], [5.96, 2.89, 0.48], [4.30, 1.09, 3.87], [-1.39, -1.04, -1.95], [-2.41, -2.64, -2.16], [0.22, -0.27, -0.34], [-0.06, -0.27, 0.46], [2.51, 2.58, -0.97], [-5.04, 3.33, -1.48], [-0.07, -0.54, -0.12], [0.24, -4.82, 2.99]], "e_lumo_ev": [-5.37, -7.10], "max_force_ev_per_a": 6.64, "s2": 2.008, "total_charge": 1, "orbital_gap_ev": [8.73, 8.43], "multiplicity": 3}